(1)
Formula: C21H59N7O6
Source: OMol25
Level of theory: ωB97M-V/def2-TZVPD

Last column: Mulliken charge in e.
Cartesian coordinates (Å):
C (0.395, -2.398, 3.470)  -0.61
O (0.111, -3.319, 4.492)  -0.39
C (0.838, -4.492, 4.355)  -0.63
C (0.380, -5.621, 5.274)  0.68
C (0.744, -5.413, 6.743)  -1.39
N (0.964, -6.859, 4.781)  -0.69
H (-0.299, -1.567, 3.399)  0.13
H (0.457, -2.946, 2.519)  0.35
H (1.401, -1.959, 3.551)  0.29
H (0.734, -4.956, 3.359)  0.24
H (1.926, -4.356, 4.389)  0.32
H (-0.717, -5.676, 5.259)  0.18
H (0.249, -6.138, 7.391)  0.39
H (0.293, -4.471, 7.068)  0.31
H (1.825, -5.398, 6.865)  0.34
H (0.748, -7.728, 5.242)  0.23
H (0.736, -6.968, 3.799)  0.20
C (-1.712, 6.103, -2.946)  -0.57
O (-1.299, 6.851, -1.827)  -0.37
C (-0.949, 6.111, -0.684)  -0.79
C (0.041, 4.962, -0.960)  0.77
C (0.411, 4.114, 0.265)  -1.24
N (1.297, 5.595, -1.461)  -0.69
H (-2.504, 5.428, -2.593)  0.25
H (-0.968, 5.453, -3.418)  0.21
H (-2.072, 6.736, -3.753)  0.27
H (-0.578, 6.811, 0.065)  0.37
H (-1.840, 5.661, -0.212)  0.37
H (-0.308, 4.247, -1.711)  0.11
H (-0.497, 3.575, 0.560)  0.22
H (0.790, 4.788, 1.033)  0.28
H (1.158, 3.357, 0.047)  0.21
H (1.065, 6.555, -1.702)  0.30
H (1.541, 5.187, -2.359)  0.28
C (-1.153, 0.508, -2.610)  -0.26
O (-1.073, 0.588, -4.039)  -0.43
C (0.039, -0.154, -4.496)  -0.80
C (0.161, -0.009, -6.007)  0.54
C (1.291, -0.875, -6.519)  -1.50
N (0.576, 1.394, -6.391)  -0.77
H (-0.201, 0.733, -2.124)  0.20
H (-1.480, -0.514, -2.395)  0.39
H (-1.917, 1.227, -2.328)  -0.09
H (0.954, 0.199, -4.006)  0.33
H (-0.021, -1.217, -4.230)  0.38
H (-0.826, -0.153, -6.451)  0.33
H (2.265, -0.585, -6.117)  0.42
H (1.403, -0.863, -7.602)  0.40
H (1.178, -1.902, -6.148)  0.36
H (-0.285, 1.939, -6.448)  0.25
H (0.844, 1.336, -7.370)  0.25
C (2.215, -2.054, -2.518)  -0.39
O (3.374, -1.642, -1.822)  -0.39
C (3.334, -1.974, -0.452)  -0.43
C (4.453, -1.235, 0.275)  0.48
C (4.596, -1.801, 1.666)  -1.52
N (4.083, 0.181, 0.414)  -0.46
H (1.289, -1.559, -2.204)  0.05
H (2.030, -3.092, -2.198)  0.39
H (2.383, -2.031, -3.588)  0.17
H (2.351, -1.723, -0.035)  0.01
H (3.523, -3.054, -0.365)  0.44
H (5.407, -1.367, -0.242)  0.19
H (5.440, -1.360, 2.206)  0.41
H (4.788, -2.879, 1.742)  0.41
H (3.737, -1.706, 2.337)  0.26
H (3.800, 0.513, -0.502)  0.27
H (4.835, 0.741, 0.791)  0.20
C (-4.939, 2.306, -0.753)  -0.62
O (-4.958, 1.042, -0.097)  -0.38
C (-3.740, 0.775, 0.560)  0.02
C (-3.903, -0.609, 1.220)  -0.07
C (-5.159, -0.676, 2.110)  -1.44
N (-2.714, -0.925, 2.010)  -0.50
H (-5.937, 2.467, -1.152)  0.32
H (-4.176, 2.247, -1.532)  0.12
H (-4.726, 3.138, -0.077)  0.31
H (-2.935, 0.614, -0.159)  -0.22
H (-3.506, 1.484, 1.358)  0.44
H (-4.066, -1.318, 0.405)  0.27
H (-6.040, -0.599, 1.461)  0.36
H (-5.236, 0.135, 2.833)  0.33
H (-5.305, -1.655, 2.570)  0.43
H (-2.840, -1.843, 2.420)  0.24
H (-2.652, -0.279, 2.794)  0.27
N (1.539, 1.528, 1.994)  -0.21
C (0.285, 0.994, 2.030)  0.51
N (0.062, -0.031, 1.134)  0.16
O (-0.582, 1.354, 2.820)  -0.70
H (1.846, 2.191, 2.676)  0.21
H (2.062, 1.405, 1.147)  -0.01
H (0.746, -0.242, 0.437)  -0.03
H (-0.885, -0.384, 1.264)  0.13

Summary:
orbital gap: 9.7 eV
strongest force on any atom: 0.037 hartree/bohr
SMILES: COC[C@H](C)N.COC[C@H](C)N.COC[C@H](C)N.COC[C@H](C)N.COC[C@H](C)N.NC(N)=O
lowest unoccupied orbital energy: 0.0194 Eh

(2)
Formula: C21H60N2O9
Source: OMol25
Level of theory: ωB97M-V/def2-TZVPD

Last column: Mulliken charge in e.
Cartesian coordinates (Å):
N (-9.346, -26.220, 7.013)  -0.17
C (-10.226, -25.790, 7.855)  0.27
N (-9.641, -25.443, 8.929)  -0.31
O (-11.475, -25.427, 7.502)  -0.63
H (-9.687, -26.341, 6.000)  0.48
H (-8.681, -26.895, 7.314)  0.27
H (-10.147, -24.996, 9.704)  0.29
H (-8.655, -25.551, 9.122)  0.16
C (-11.016, -22.166, 7.674)  -1.62
C (-10.657, -22.327, 6.202)  0.59
C (-9.233, -22.744, 6.128)  -1.21
O (-11.286, -23.172, 5.526)  1.63
H (-10.364, -22.744, 8.327)  0.26
H (-11.989, -22.588, 7.762)  0.26
H (-11.065, -21.162, 7.987)  0.43
H (-10.724, -21.373, 5.697)  0.73
H (-8.612, -21.975, 6.565)  0.57
H (-8.934, -22.815, 5.121)  -0.43
H (-9.045, -23.673, 6.638)  0.40
H (-11.081, -24.051, 5.863)  -0.89
C (-10.011, -20.127, 2.183)  -1.47
C (-9.063, -20.658, 3.210)  1.78
C (-8.111, -21.774, 2.686)  -0.82
O (-8.436, -19.747, 3.743)  -0.58
H (-10.691, -19.355, 2.440)  0.40
H (-10.620, -20.874, 1.720)  0.22
H (-9.372, -19.755, 1.368)  0.34
H (-9.691, -21.081, 3.971)  -1.17
H (-7.557, -22.092, 3.563)  0.57
H (-7.439, -21.600, 1.817)  0.51
H (-8.790, -22.636, 2.293)  -0.47
H (-7.665, -19.803, 3.191)  0.49
C (-6.617, -27.334, 3.025)  -1.27
C (-6.321, -26.249, 4.127)  0.54
C (-5.262, -25.217, 3.641)  -1.27
O (-7.236, -25.517, 4.593)  -0.35
H (-7.165, -26.865, 2.223)  0.16
H (-7.294, -28.138, 3.384)  0.31
H (-5.759, -27.708, 2.518)  0.44
H (-5.902, -26.700, 5.062)  0.29
H (-5.653, -24.644, 2.825)  -0.01
H (-4.461, -25.753, 3.222)  0.54
H (-4.778, -24.631, 4.435)  0.37
H (-7.003, -25.230, 5.469)  0.23
C (-12.468, -22.618, 1.580)  -1.10
C (-13.503, -23.642, 1.287)  1.68
C (-14.942, -23.140, 1.662)  -1.38
O (-13.487, -23.869, 0.096)  -0.56
H (-12.937, -21.668, 1.264)  0.44
H (-11.572, -22.788, 1.012)  0.42
H (-12.205, -22.596, 2.597)  0.06
H (-13.287, -24.477, 1.931)  -0.51
H (-15.097, -22.974, 2.709)  -0.13
H (-15.680, -23.840, 1.408)  0.51
H (-15.191, -22.174, 1.205)  0.40
H (-12.672, -24.361, -0.056)  0.39
C (-12.094, -26.177, 3.673)  -1.33
C (-10.606, -26.265, 3.445)  0.83
C (-9.931, -24.997, 2.880)  -0.26
O (-9.915, -26.410, 4.435)  -0.53
H (-12.535, -26.922, 4.360)  0.40
H (-12.548, -26.240, 2.696)  0.51
H (-12.447, -25.203, 4.018)  -0.13
H (-10.422, -27.008, 2.735)  0.43
H (-9.974, -24.128, 3.554)  0.03
H (-10.373, -24.656, 1.938)  0.28
H (-8.850, -25.019, 2.768)  -0.35
H (-9.053, -26.108, 4.173)  -0.20
C (-15.738, -21.822, 5.329)  -1.40
C (-14.373, -22.451, 5.527)  0.88
C (-14.466, -23.973, 5.700)  -0.82
O (-13.560, -22.126, 4.648)  -0.58
H (-16.208, -22.160, 4.333)  0.19
H (-15.585, -20.750, 5.134)  0.37
H (-16.385, -22.024, 6.178)  0.40
H (-13.961, -22.097, 6.516)  0.04
H (-15.284, -24.341, 6.375)  0.42
H (-13.484, -24.458, 5.942)  0.04
H (-14.704, -24.330, 4.696)  0.13
H (-12.677, -22.514, 4.867)  -0.31
C (-6.736, -24.283, 0.328)  -0.41
O (-6.602, -25.532, -0.373)  -0.52
H (-6.921, -23.353, -0.204)  0.45
H (-5.736, -24.155, 0.793)  0.37
H (-7.477, -24.333, 1.150)  -0.09
H (-5.972, -25.376, -1.068)  0.30
C (-11.910, -25.972, -1.415)  -0.90
O (-11.110, -25.479, -0.418)  -0.54
H (-12.379, -25.203, -1.955)  0.26
H (-12.702, -26.437, -0.800)  0.24
H (-11.296, -26.637, -2.045)  0.38
H (-10.293, -26.022, -0.291)  0.31

Summary:
orbital gap: 8.5 eV
strongest force on any atom: 0.247 hartree/bohr
SMILES: NC(N)=O.CC(C)O.CC(C)O.CC(C)O.CC(C)O.CC(C)O.CC(C)O.CO.CO
lowest unoccupied orbital energy: 0.0011 Eh